[1]
This record from the OMol25 dataset describes a 2-piece molecular cluster, C5H16SSi2 overall. The level of theory is ωB97M-V/def2-TZVPD.

```
! wB97M-V def2-TZVPD RIJCOSX def2/J DEFGRID3
* xyz 0 1
C -0.833 -1.145 2.146
C -2.075 0.877 0.064
C -1.584 -1.864 -0.846
C 1.817 1.208 -1.549
C 2.867 1.379 2.528
Si -0.808 -0.471 0.298
Si 1.427 0.044 -0.193
S 2.389 -1.787 -0.806
H -0.209 -0.318 2.783
H -1.841 -1.185 2.547
H -0.319 -2.098 2.116
H -2.176 1.064 -0.946
H -3.019 0.457 0.376
H -2.073 1.692 0.704
H -1.246 -1.644 -1.943
H -1.077 -2.828 -0.503
H -2.759 -1.929 -0.785
H 1.126 2.118 -1.465
H 2.755 1.687 -1.280
H 1.815 0.764 -2.527
H 3.448 1.972 1.810
H 1.879 1.724 2.773
H 3.321 0.474 3.005
H 1.512 -2.354 -1.709
*
```

Orbital gap (spin up / spin down): 8.03 / 7.63 eV
Energy relative to the best compared isomer or geometry (same formula, charge and spin): 53.8 kcal per mole
HOMO (spin up / spin down): -8.8 / -7.6 eV

Population analysis type Löwdin, resulting atomic charges in e: atom 1 (C): -0.2308, atom 2 (C): -0.2271, atom 3 (C): -0.2543, atom 4 (C): -0.3511, atom 5 (C): 0.0333, atom 6 (Si): 0.3893, atom 7 (Si): 0.2751, atom 8 (S): 0.3233, atom 9 (H): 0.0645, atom 10 (H): 0.0064, atom 11 (H): 0.0016, atom 12 (H): 0.0006, atom 13 (H): 0.0311, atom 14 (H): 0.0021, atom 15 (H): 0.0402, atom 16 (H): 0.0229, atom 17 (H): 0.0594, atom 18 (H): 0.0496, atom 19 (H): 0.0103, atom 20 (H): 0.0139, atom 21 (H): -0.0275, atom 22 (H): -0.0471, atom 23 (H): 0.0007, atom 24 (H): -0.1863

***

[2]
This record from the OMol25 dataset describes C5H17AlBrIN2O as an isolated structure. The level of theory is ωB97M-V/def2-TZVPD.

```
! wB97M-V def2-TZVPD RIJCOSX def2/J DEFGRID3
* xyz 0 1
N -2.965 -3.057 0.130
C -2.807 -1.576 0.024
Al -3.377 -0.577 1.697
Br -4.191 1.579 0.908
I -1.383 -0.015 3.300
H -2.788 -3.452 -0.786
H -3.960 -3.206 0.249
H -1.752 -1.332 -0.205
H -3.405 -1.220 -0.836
H -4.490 -1.305 2.559
C 1.965 0.103 1.065
C 1.283 -0.191 -0.263
C 2.049 0.310 -1.488
O 1.942 1.719 -1.607
C 3.003 2.467 -1.009
N -0.042 0.505 -0.278
H 1.919 1.160 1.329
H 1.482 -0.448 1.873
H 3.012 -0.198 1.033
H 1.085 -1.260 -0.348
H 1.584 -0.104 -2.387
H 3.087 -0.025 -1.481
H 3.931 1.896 -0.963
H 2.719 2.789 -0.006
H 3.168 3.357 -1.614
H -0.560 0.399 0.600
H -0.635 0.181 -1.044
H 0.126 1.502 -0.451
*
```

Orbital gap: 8.28 eV
HOMO: -8.4 eV

Population analysis type Löwdin, resulting atomic charges in e: atom 1 (N): -0.0902, atom 2 (C): -0.4393, atom 3 (Al): -0.4359, atom 4 (Br): 0.0172, atom 5 (I): 0.2518, atom 6 (H): 0.0412, atom 7 (H): 0.0400, atom 8 (H): -0.0045, atom 9 (H): 0.0399, atom 10 (H): -0.1105, atom 11 (C): -0.0480, atom 12 (C): -0.3041, atom 13 (C): -0.1785, atom 14 (O): -0.1896, atom 15 (C): -0.0723, atom 16 (N): 0.2112, atom 17 (H): 0.0832, atom 18 (H): 0.0428, atom 19 (H): 0.0951, atom 20 (H): 0.1581, atom 21 (H): 0.1337, atom 22 (H): 0.1323, atom 23 (H): 0.0941, atom 24 (H): 0.0823, atom 25 (H): 0.0937, atom 26 (H): 0.0335, atom 27 (H): 0.1573, atom 28 (H): 0.1654

***

[3]
This record from the OMol25 dataset describes a 4-piece molecular cluster, C5H17IN8O5 overall. The level of theory is ωB97M-V/def2-TZVPD.

```
! wB97M-V def2-TZVPD RIJCOSX def2/J DEFGRID3
* xyz 0 1
N -2.443 0.350 0.039
C -1.437 0.995 0.874
N -0.568 0.047 1.563
I 0.810 -0.875 0.344
C -1.307 -0.900 2.343
O -1.291 -0.848 3.550
O -2.008 -1.819 1.701
H -3.352 0.724 0.261
H -2.284 0.608 -0.927
H -0.819 1.630 0.267
H -1.913 1.592 1.639
H -2.063 -1.579 0.761
N 0.413 0.279 -3.088
C -0.124 1.513 -3.255
N 0.310 2.209 -4.348
O -0.949 1.984 -2.481
H 1.079 -0.127 -3.718
H 0.127 -0.272 -2.293
H -0.072 3.124 -4.493
H 0.982 1.851 -4.998
N 0.416 1.562 4.670
C 0.075 2.879 4.604
N 1.105 3.766 4.800
O -1.063 3.255 4.382
H 1.348 1.240 4.842
H -0.316 0.886 4.526
H 0.884 4.741 4.754
H 2.049 3.486 4.982
N 1.443 -4.074 -1.493
C 1.526 -3.535 -2.743
N 1.682 -4.426 -3.766
O 1.466 -2.329 -2.931
H 1.491 -5.054 -1.292
H 1.324 -3.415 -0.747
H 1.745 -4.053 -4.694
H 1.733 -5.418 -3.634
*
```

Orbital gap: 8.85 eV
SMILES: NCN(I)C(=O)O.NC(N)=O.NC(N)=O.NC(N)=O
HOMO: -9.1 eV

Population analysis type Löwdin, resulting atomic charges in e: atom 1 (N): 0.0329, atom 2 (C): -0.3392, atom 3 (N): -0.4573, atom 4 (I): 1.0856, atom 5 (C): -0.7051, atom 6 (O): 0.1040, atom 7 (O): 0.0855, atom 8 (H): 0.0853, atom 9 (H): 0.0542, atom 10 (H): 0.0911, atom 11 (H): 0.1298, atom 12 (H): 0.0721, atom 13 (N): 0.1421, atom 14 (C): -0.6760, atom 15 (N): 0.1482, atom 16 (O): 0.0010, atom 17 (H): 0.0787, atom 18 (H): -0.0140, atom 19 (H): 0.1003, atom 20 (H): 0.0915, atom 21 (N): 0.1618, atom 22 (C): -0.6880, atom 23 (N): 0.1386, atom 24 (O): 0.0141, atom 25 (H): 0.0922, atom 26 (H): 0.0686, atom 27 (H): 0.0960, atom 28 (H): 0.0850, atom 29 (N): 0.1542, atom 30 (C): -0.6655, atom 31 (N): 0.1554, atom 32 (O): -0.0125, atom 33 (H): 0.0987, atom 34 (H): -0.0079, atom 35 (H): 0.1038, atom 36 (H): 0.0951

***

[4]
This record from the OMol25 dataset describes a 2-piece molecular cluster, C5H17N2O overall. The level of theory is ωB97M-V/def2-TZVPD.

```
! wB97M-V def2-TZVPD RIJCOSX def2/J DEFGRID3
* xyz 1 1
N 1.247 0.319 -1.961
C 1.422 -1.068 -1.502
C 0.310 -1.362 -0.377
N -0.139 -0.024 0.015
C 0.307 2.190 1.008
C 0.564 0.623 1.114
C -0.014 0.181 2.465
H 0.208 0.494 -2.083
H 1.586 1.020 -1.230
H 1.757 0.441 -2.953
H 2.502 -1.214 -1.086
H 1.363 -1.949 -2.288
H 0.946 -2.011 0.228
H -0.564 -2.090 -0.757
H -1.150 0.144 -0.011
H 1.151 2.740 1.564
H -0.657 2.486 1.465
H 0.335 2.645 -0.089
H 1.602 0.372 0.898
H 0.405 0.557 3.417
H -1.059 0.520 2.506
H -0.188 -0.875 2.443
H -4.525 -1.607 -1.415
H -3.788 -1.166 -0.246
O -3.621 -1.364 -1.124
*
```

Orbital gap: 9.73 eV
Energy relative to the best compared isomer or geometry (same formula, charge and spin): 61.7 kcal per mole
HOMO: -13.0 eV

Population analysis type Löwdin, resulting atomic charges in e: atom 1 (N): 0.1019, atom 2 (C): -0.1868, atom 3 (C): -0.1782, atom 4 (N): -0.1189, atom 5 (C): -0.0655, atom 6 (C): -0.4372, atom 7 (C): -0.0550, atom 8 (H): 0.1804, atom 9 (H): 0.1632, atom 10 (H): 0.2323, atom 11 (H): 0.1478, atom 12 (H): 0.1604, atom 13 (H): 0.1065, atom 14 (H): 0.1652, atom 15 (H): 0.1352, atom 16 (H): 0.1004, atom 17 (H): 0.0738, atom 18 (H): 0.0959, atom 19 (H): 0.1280, atom 20 (H): 0.0997, atom 21 (H): 0.0805, atom 22 (H): 0.0645, atom 23 (H): 0.0680, atom 24 (H): -0.0160, atom 25 (O): -0.0459

***

For each record above, in turn, the calculated E_tot values are -32032.3544 -95230.4694 -35722.7500 -10480.2580 eV.